Below is a structure of composition C5H4MgO4 at a distorted geometry, with properties calculated with wB97M-V/def2-TZVPD.

```
14
Properties=species:S:1:pos:R:3:lowdin_spin:R:1
C -3.48608 0.30978 -0.35083 0.37
C -3.74784 1.49242 -0.40018 0.63
H -3.61189 0.17375 0.83382 0.00
H -1.01319 1.53028 0.48674 0.00
O 0.13552 -0.22809 -0.31279 0.00
C 0.63403 1.01138 -0.33184 0.00
O 1.78190 1.24147 -0.68589 0.00
O -0.14990 1.88556 0.16509 0.00
Mg 3.07666 2.64898 -0.91787 0.00
C 1.27610 -1.67750 0.52210 0.00
C 0.97528 -1.35861 -0.70192 0.00
O 1.54940 -2.27715 1.55031 0.00
H 1.54290 -1.65316 -1.58939 0.00
H 1.03712 -3.09911 1.73265 0.00
```

- total charge = +3
- DFT total energy (eV) = -18841.657
- largest force on an atom (eV/A) = 5.5
- spin multiplicity = 2
- HOMO-LUMO gap (alpha / beta) (eV) = 4.3 / 4.0
- E_LUMO (alpha / beta) (eV) = -15.4 / -15.4